# 1
{
  "formula": "C7H20BF2MnN3O3PS",
  "method": "wB97M-V/def2-TZVPD",
  "charge": 3,
  "orbital_gap_ha": [0.271, 0.305],
  "spin_multiplicity": 2,
  "s_squared": 0.96,
  "species": ["Mn", "S", "P", "F", "F", "O", "O", "O", "N", "N", "N", "C", "C", "C", "C", "C", "C", "C", "B", "H", "H", "H", "H", "H", "H", "H", "H", "H", "H", "H", "H", "H", "H", "H", "H", "H", "H", "H", "H"],
  "positions_angstrom": [[-0.3601, 0.6701, 0.2899], [-0.7321, 1.8513, -1.4866], [-0.3482, -0.4030, 2.3493], [2.5527, -0.0838, -0.7332], [1.5914, 1.6699, 0.5719], [0.5130, -0.3867, 3.6132], [-1.4326, -1.4905, 2.4904], [-1.1090, 1.0063, 2.0685], [-1.5348, -0.7684, -0.5022], [-2.3888, 1.1195, -3.4241], [-2.1657, -0.4046, -1.7160], [-1.8588, 0.7607, -2.2900], [2.1437, 0.1054, 5.3488], [-2.6204, -2.0282, 4.5920], [-1.2286, 2.8483, 3.7435], [1.8740, 0.2563, 3.8854], [-1.5922, -2.5244, 3.6264], [-2.0568, 1.9260, 2.9156], [1.6283, 0.5428, -0.1410], [-0.6586, 2.3201, 4.5061], [-2.6470, 1.2052, 3.4762], [-2.6560, 2.4086, 2.1499], [-2.7504, -1.1032, -2.1644], [-0.6018, -2.6420, 4.0554], [-1.8833, -3.4152, 3.0806], [-2.2686, -1.1643, 5.1559], [-2.2474, -1.0410, 0.1838], [1.4032, 0.6287, 5.9508], [3.1182, 0.5547, 5.5529], [-0.9663, -1.6051, -0.6714], [-0.5759, 3.4736, 3.1353], [-2.8146, -2.8289, 5.3094], [2.1942, -0.9420, 5.6389], [-1.9236, 3.5178, 4.2595], [-3.0591, 0.5514, -3.9333], [-2.1394, 2.0069, -3.8479], [-3.5637, -1.8033, 4.0963], [2.5682, -0.2980, 3.2585], [1.7786, 1.2924, 3.5664]],
  "forces_ev_per_a": [[-0.9458, 0.3380, 0.2248], [0.3029, -0.2599, -0.1373], [0.3523, 0.0625, -0.1860], [0.0274, -0.0006, 0.0130], [0.2498, 0.1094, -0.0199], [0.0228, 0.0190, -0.0752], [0.1600, -0.0030, -0.0223], [0.3119, -0.1696, 0.1995], [-0.0100, 0.0409, -0.0950], [0.0304, 0.0333, 0.0150], [0.0480, -0.0102, 0.0133], [-0.0821, -0.0408, -0.0608], [0.0918, 0.0364, 0.0072], [-0.0152, -0.0338, 0.0180], [-0.0140, 0.0359, -0.0026], [-0.2296, -0.0830, -0.0602], [0.0172, 0.1150, -0.0772], [-0.0261, -0.1332, -0.1279], [-0.2734, -0.1226, 0.3226], [0.0147, -0.0021, -0.0059], [-0.0302, 0.0312, 0.0110], [0.0020, 0.0294, 0.0102], [-0.0163, 0.0088, -0.0078], [-0.0088, -0.0490, 0.0145], [-0.0197, -0.0022, 0.0123], [-0.0064, 0.0190, -0.0073], [-0.0399, 0.0206, -0.0508], [-0.0154, -0.0191, 0.0058], [-0.0083, -0.0050, -0.0009], [0.0222, 0.0067, 0.0294], [0.0020, -0.0030, 0.0024], [0.0178, 0.0102, 0.0115], [-0.0260, -0.0049, 0.0068], [-0.0021, -0.0170, 0.0149], [-0.0068, 0.0048, 0.0018], [0.0028, -0.0059, -0.0142], [-0.0051, -0.0033, 0.0016], [0.0594, 0.0359, 0.0107], [0.0456, 0.0109, 0.0049]],
  "lowdin_charge": [0.4365, 0.9627, 0.7036, 0.3720, 0.2187, -0.2083, -0.2397, -0.3689, 0.0202, 0.2215, 0.0254, -0.6273, -0.0378, -0.0481, -0.0351, -0.1509, -0.1268, -0.0785, -0.5565, 0.0885, 0.1298, 0.1334, 0.1994, 0.1201, 0.1328, 0.0880, 0.1443, 0.0945, 0.1138, 0.1642, 0.1011, 0.1138, 0.1012, 0.1221, 0.1705, 0.1555, 0.0953, 0.1302, 0.1188]
}

=====

# 2
{
  "formula": "C12H11Cl2N3O5Rh",
  "method": "wB97M-V/def2-TZVPD",
  "charge": 1,
  "e_above_lowest_ev": 0.000,
  "orbital_gap_ha": 0.250,
  "spin_multiplicity": 1,
  "species": ["Rh", "Cl", "Cl", "O", "O", "O", "O", "O", "N", "N", "N", "C", "C", "C", "C", "C", "C", "C", "C", "C", "C", "C", "C", "H", "H", "H", "H", "H", "H", "H", "H", "H", "H", "H"],
  "positions_angstrom": [[1.0974, 0.0890, 1.6194], [-1.7199, -5.3118, -2.1032], [-3.3517, -1.4002, 1.2008], [1.4240, -1.3323, 2.9792], [-0.6332, -0.5927, 1.1884], [2.0653, -0.8006, 0.1161], [0.6897, -1.0777, 5.0235], [0.3265, 0.4363, 3.4926], [1.4650, 1.7484, -0.8662], [0.7974, -0.6828, 3.9291], [0.9193, 1.7318, 0.3796], [-2.0887, -2.1717, 0.3248], [-1.3342, -3.9250, -1.1565], [1.2475, 2.8490, -3.0743], [1.5716, -1.8295, -0.4052], [-0.0612, -3.4479, -1.0951], [-0.2529, 3.0975, -0.9461], [0.8108, 2.5909, -1.6755], [-0.7799, -1.6444, 0.4205], [-2.3545, -3.2767, -0.4410], [-0.1620, 2.5300, 0.3214], [0.2388, -2.2959, -0.3200], [-1.0620, 2.6918, 1.4954], [-1.5738, 3.6503, 1.4491], [2.3337, 2.8838, -3.1522], [0.8474, 3.7984, -3.4201], [-0.9884, 3.8034, -1.2906], [2.3421, 1.2847, -1.0363], [-0.5038, 2.6400, 2.4290], [0.8806, 2.0654, -3.7385], [2.2595, -2.4104, -1.0239], [0.7326, -3.9376, -1.6436], [-1.8164, 1.9026, 1.5058], [-3.3666, -3.6564, -0.4865]],
  "forces_ev_per_a": [[0.5846, 0.0570, -0.5309], [-0.0001, -0.0047, 0.0070], [-0.0044, 0.0041, -0.0029], [-0.3264, 0.0004, 0.2633], [0.1050, -0.0068, -0.0712], [-0.0120, -0.0291, 0.1284], [-0.0555, -0.0245, 0.1489], [0.1588, 0.3186, 0.0367], [0.0425, 0.0587, 0.1265], [-0.0085, -0.1110, -0.2173], [-0.6553, -0.3836, 0.1597], [0.0013, 0.0059, 0.0088], [-0.0098, 0.0068, 0.0172], [-0.0045, -0.0129, -0.0058], [0.0141, 0.0934, -0.0782], [0.0133, 0.0064, 0.0158], [0.1039, 0.0210, -0.0660], [-0.0565, 0.0843, -0.0263], [0.0046, -0.0193, 0.0133], [0.0054, -0.0112, -0.0064], [0.1535, -0.0087, 0.1733], [0.0016, -0.0544, -0.0008], [-0.0367, -0.0159, -0.0179], [0.0063, 0.0026, -0.0100], [0.0005, 0.0009, 0.0005], [0.0012, 0.0001, 0.0010], [-0.0018, 0.0006, 0.0075], [-0.0090, -0.0309, -0.0087], [-0.0166, 0.0139, -0.0039], [0.0039, 0.0023, -0.0048], [-0.0153, 0.0388, -0.0517], [-0.0049, 0.0027, -0.0092], [0.0170, -0.0066, 0.0082], [-0.0004, 0.0009, -0.0040]],
  "lowdin_charge": [1.3343, 0.7301, 0.7752, -0.0826, -0.1619, -0.1134, 0.2249, -0.0758, 0.0571, -0.4771, -0.0648, -0.5694, -0.6543, 0.0045, -0.1084, -0.0408, 0.0487, -0.2614, -0.3013, -0.0711, -0.2973, -0.1171, -0.0079, 0.0945, 0.0909, 0.0931, 0.1287, 0.1618, 0.0755, 0.0951, 0.1546, 0.1256, 0.0870, 0.1230]
}

=====

# 3
{
  "formula": "C54H41GeN3O7PPbSe",
  "method": "wB97M-V/def2-TZVPD",
  "charge": -2,
  "e_above_lowest_ev": 6.597,
  "orbital_gap_ha": [0.127, 0.128],
  "spin_multiplicity": 2,
  "s_squared": 0.78,
  "species": ["Pb", "Se", "Ge", "P", "O", "O", "O", "O", "O", "O", "O", "N", "N", "N", "C", "C", "C", "C", "C", "C", "C", "C", "C", "C", "C", "C", "C", "C", "C", "C", "C", "C", "C", "C", "C", "C", "C", "C", "C", "C", "C", "C", "C", "C", "C", "C", "C", "C", "C", "C", "C", "C", "C", "C", "C", "C", "C", "C", "C", "C", "C", "C", "C", "C", "C", "C", "C", "C", "H", "H", "H", "H", "H", "H", "H", "H", "H", "H", "H", "H", "H", "H", "H", "H", "H", "H", "H", "H", "H", "H", "H", "H", "H", "H", "H", "H", "H", "H", "H", "H", "H", "H", "H", "H", "H", "H", "H", "H", "H"],
  "positions_angstrom": [[-0.4383, -0.3966, -1.0299], [1.7808, -0.1471, 1.5017], [-1.0477, 2.5946, -1.6492], [2.2935, -1.6075, 3.1879], [-6.2889, -4.3430, 1.3007], [-1.7294, -4.1335, -3.8932], [-5.2915, -6.1863, 0.6483], [-4.4149, 0.0142, -0.2019], [-1.3626, -2.3229, -1.8873], [-2.2353, -0.1084, 0.3037], [-2.6492, -5.9877, -3.1637], [-2.4131, -4.7809, -3.1005], [-5.4326, -4.9527, 0.6416], [2.3751, 2.7282, 3.2373], [3.1953, 0.5447, 4.9163], [-3.3775, -0.6373, -0.1920], [5.4582, -0.9300, 5.5760], [1.0973, 6.2051, -4.0025], [-0.1616, 4.1306, -2.5206], [-1.2120, 0.5206, -6.6596], [0.0072, 0.9901, -6.1544], [-1.7860, 3.4276, 0.0207], [0.7307, 0.1288, -5.2481], [2.5563, -1.4032, 0.3036], [-0.9814, -3.6865, 4.3361], [4.7242, -1.2907, 4.4581], [-1.0982, -1.4833, -5.3276], [-2.5662, 2.4396, -2.7643], [-2.4996, -2.8494, -1.4608], [0.1461, -1.0733, -4.8508], [-2.9029, -4.1644, -1.8992], [3.2652, -3.8742, -0.0578], [-0.1408, -2.6565, 6.3872], [-1.9229, 1.3549, -7.7711], [-0.3074, 5.4882, -2.0946], [-0.7790, 5.3881, 3.1255], [3.8309, -5.1369, 1.9244], [0.0089, -3.0557, 3.5686], [0.8384, -2.0679, 5.6436], [1.2880, 4.8886, -4.3096], [5.1649, 0.2222, 6.2619], [-3.1009, 3.1600, 0.3689], [3.5051, -0.6036, 4.1700], [1.2874, 4.7751, 1.9854], [-3.8194, -4.8907, -1.1981], [0.9021, -2.2089, 4.2109], [2.8416, -2.3995, -1.9608], [2.5614, -1.2999, -1.1195], [3.9021, -5.0296, 0.5338], [-3.4743, -2.1813, -0.6039], [2.8998, -2.9355, 2.1589], [0.4386, 4.1022, 0.9924], [0.5509, 5.4566, 3.0431], [-4.5418, -2.8335, -0.0635], [-0.9301, 4.0439, 1.0309], [2.7972, -2.7384, 0.7689], [-3.6944, 3.6108, 1.5807], [0.7097, 3.8687, -3.6082], [-2.8887, 4.3639, 2.4836], [-1.5971, 4.6274, 2.1730], [0.2768, 6.5156, -2.8856], [-4.5677, -4.2174, -0.2726], [1.9754, 3.6303, 2.6114], [3.9869, 0.9389, 5.9689], [3.4456, -4.0910, 2.7270], [3.1898, -3.6584, -1.4606], [-1.0390, -3.4863, 5.7143], [-1.8132, -0.6332, -6.1301], [5.0015, -2.1541, 3.8597], [0.0461, 7.5275, -2.5463], [2.0313, 5.4741, 1.5422], [2.0069, 4.5465, -5.1008], [0.6967, -1.6571, -4.1477], [-2.8501, 3.4993, -3.0210], [2.3916, -0.3491, -1.5853], [4.5755, -5.6480, -0.0556], [-2.3414, 2.0451, -3.7705], [-5.1563, -2.4406, 0.7733], [-2.6110, 0.8046, -8.3756], [-2.8070, -0.9642, -6.3705], [-2.5072, 2.2510, -7.3364], [2.7033, -2.3500, -3.0565], [1.5385, -1.3883, 6.1077], [0.0160, -3.1543, 2.4207], [-4.7570, 3.4193, 1.7501], [1.6117, 7.0445, -4.4855], [3.4958, -4.4545, -2.1521], [3.5001, -4.1375, 3.8103], [-1.7524, -4.0547, 6.2983], [0.8544, 2.8390, -3.8703], [-3.6110, 2.5415, -0.3645], [3.9893, -6.1199, 2.4042], [-3.4597, 1.9652, -2.3297], [-1.0196, 5.8491, -1.2802], [0.4832, 1.9170, -6.5018], [-1.6899, -4.3508, 3.8614], [-0.2847, -2.3389, 7.3973], [-1.5184, -2.4177, -4.9241], [0.9262, 3.5799, 0.1375], [3.6554, 1.8005, 6.5329], [-3.3414, 4.8791, 3.3361], [6.2828, -1.5109, 5.9414], [-1.1690, 1.6671, -8.4610], [2.3213, 1.1245, 4.5788], [1.6230, 0.5826, -4.7830], [5.8198, 0.6074, 7.0405], [-3.9599, -5.9649, -1.4078], [1.0750, 5.9157, 3.8807], [-1.3349, 5.8985, 3.9295]],
  "forces_ev_per_a": [[0.2520, 1.1623, 0.5808], [0.3993, -0.3735, 0.3899], [0.5601, -0.2032, 1.9770], [0.5285, 0.8451, -1.6899], [1.1340, -0.9137, -0.5563], [-1.0307, -1.1308, 0.4414], [-0.3919, 1.1603, 0.4770], [0.5724, -1.0635, -0.3307], [-2.9877, -0.8604, 0.7046], [-1.5066, -1.9385, -1.6628], [0.3641, 0.3642, -1.3216], [1.5376, -0.3827, 0.7095], [-0.7700, -0.9294, -0.5229], [-0.5007, 1.4406, -1.2748], [-1.3616, -0.6501, -0.9654], [0.5971, 0.9286, 1.1319], [0.5465, 0.3209, -0.4513], [-0.6647, 1.7390, 1.5622], [0.9543, 0.7296, 0.1329], [-0.8617, 1.3233, -0.5734], [0.7290, -1.9791, 0.4379], [0.6459, -0.4264, 0.5255], [-1.4190, 1.7979, -0.5215], [-0.3351, -2.8362, -2.5146], [0.5015, 0.1428, 0.2243], [-1.5131, -0.0964, 0.0587], [0.2838, -0.2415, 1.3150], [-1.9015, 1.2682, -1.9364], [0.9732, 0.9323, -1.1793], [0.8274, 0.7402, -0.3627], [0.3065, 1.3774, -0.0810], [0.3198, 1.5557, -0.7417], [-0.5981, -0.0539, -1.0594], [-0.3095, 0.7360, 2.0909], [-0.6668, 0.4171, -1.1158], [-0.8795, -0.4016, -0.4953], [0.2843, -1.0948, 0.6746], [-0.6786, 0.2073, -1.4193], [0.8132, 1.0341, -1.9654], [1.9366, -1.0049, -1.7877], [-1.2353, 1.1193, 0.5966], [0.4527, 0.3361, 0.2607], [0.9768, -1.5577, 0.9722], [1.5485, -0.6161, -0.5902], [-0.7851, -1.0255, 0.2632], [0.7059, -0.3781, 1.5962], [-0.2865, -0.3252, 0.0953], [0.2258, -0.2257, 0.4815], [-0.8470, 1.1554, -0.0553], [1.2452, 2.3361, -0.0949], [-0.5557, 1.5993, 1.6680], [-0.5911, -0.6739, -2.5191], [-1.1915, 0.9597, 1.6381], [0.8942, -0.7024, 1.0517], [-0.3625, 0.0457, 0.1087], [1.5554, 0.0208, -0.2675], [0.2726, 0.0867, 0.0157], [-1.7145, 0.3764, 1.6672], [-2.3958, -0.3541, -1.4417], [1.4344, 0.6727, 0.6580], [-0.1662, -1.1711, 0.4371], [-1.2756, -0.0114, 1.3406], [1.2631, -1.0758, 1.7000], [0.7768, -0.0713, -0.2128], [-0.4876, -0.6585, 0.4971], [0.1847, 0.3000, 0.5757], [-0.0485, -0.5371, -0.0060], [0.5747, -0.1027, -0.6240], [-0.0966, -0.0249, 0.1688], [0.3996, -0.0409, -0.4326], [0.0830, -0.3837, 0.0760], [-0.6931, 0.7711, 0.4881], [0.1007, -0.6196, 0.4052], [-0.0642, -0.7229, 0.4320], [-0.1082, 0.4112, -0.1940], [-0.6164, -0.1972, -0.0519], [-0.0273, -0.4020, 0.4651], [0.3416, 0.1063, -1.2069], [-0.6111, -0.7302, -0.0517], [-0.3427, 0.3013, -0.5325], [1.0947, -1.2463, -0.6676], [0.3059, 0.4932, 0.7215], [0.1448, 0.0338, 0.0715], [0.1203, 0.0315, 1.9871], [0.3816, 0.0379, 0.1521], [-0.1987, -0.5517, -0.1617], [-0.2577, 0.2957, 0.3195], [-0.1341, -0.4063, -0.0198], [-0.2752, 0.1800, -0.0974], [0.2289, -0.3497, -0.2672], [-0.6290, 0.2022, 0.4846], [0.6049, 0.6655, -0.2002], [0.4282, -0.0949, -0.2331], [1.1617, -1.0946, -0.9108], [-0.4485, -0.3641, 0.1248], [-0.0299, 0.0295, -0.0265], [0.0616, -0.3711, 0.6252], [0.1876, 0.7675, -0.4273], [-0.0807, 0.6056, 0.7174], [0.3713, 0.1318, 0.0439], [0.0742, -0.3665, -0.0111], [0.4804, -0.2759, -0.3500], [0.5222, 0.7116, -0.3374], [0.4538, -0.3415, 0.6880], [-0.3011, -0.7974, -0.2502], [-0.1496, -0.3541, 0.0783], [-0.0186, 0.9375, 0.2502], [0.2593, 0.1412, -0.3716], [0.4181, -0.2830, -0.2153]],
  "lowdin_charge": [1.2283, 0.8593, 0.7705, 0.9025, 0.0293, 0.0561, 0.0227, 0.0430, -0.2794, -0.2974, 0.0317, -0.3192, -0.3407, 0.1347, -0.1376, -0.5394, -0.1077, -0.1339, -0.3154, -0.2648, -0.0563, -0.2794, -0.0787, -0.5709, -0.0643, -0.0711, -0.0775, -0.3205, -0.2386, -0.1040, -0.0875, -0.1529, -0.0937, -0.0593, -0.0889, -0.0570, -0.1488, -0.0743, -0.0701, -0.1608, -0.0915, -0.1532, -0.3139, -0.3569, 0.0507, -0.2972, -0.1138, -0.2346, -0.0758, -0.0291, -0.3832, -0.1207, -0.1172, 0.0500, -0.2357, -0.2048, -0.1231, -0.1448, -0.1053, -0.2241, -0.1055, -0.1667, -0.1555, -0.0753, -0.1600, -0.0622, -0.0802, -0.0597, 0.0940, 0.0827, 0.1302, 0.1045, 0.0726, 0.0337, 0.0561, 0.0901, 0.0014, 0.1478, 0.0452, 0.1038, 0.1043, 0.0957, 0.0943, 0.1512, 0.0648, 0.0868, 0.1027, 0.0934, 0.0991, 0.0556, 0.0554, 0.0964, 0.0104, 0.1211, 0.1055, 0.1044, 0.0978, 0.0807, 0.0861, 0.1039, 0.0910, 0.0939, 0.0475, 0.0641, 0.0992, 0.0980, 0.1410, 0.0932, 0.1015]
}

=====

Number 1: E -2782.83482 Ha. Number 2: E -2034.92104 Ha. Number 3: E -7785.54131 Ha.